<P>
14
Properties=species:S:1:pos:R:3:mulliken_charge:R:1 method="wB97M-V/def2-TZVPD" multiplicity=1 molar_mass_g_mol=110.1 homo_ev=-9.040
C -0.223 0.485 -0.382 0.6601
C 0.839 1.511 -0.431 -0.1469
C 2.118 1.807 -0.595 -0.5988
C 0.008 -1.040 -0.285 0.3384
H -2.740 1.013 1.507 0.2256
H -1.938 -0.509 0.877 0.2853
H 3.194 2.512 -0.200 0.2884
H 1.904 -0.715 0.171 0.2220
H 1.565 -2.316 -0.349 0.2761
H -1.677 -1.114 -0.876 0.3757
N -2.280 0.488 0.879 -0.4136
N -1.160 1.163 0.185 -0.3338
N 1.292 -1.465 0.149 -0.4778
N -0.904 -1.821 -0.652 -0.7007

=====

<Q>
14
Properties=species:S:1:pos:R:3:mulliken_charge:R:1 method="wB97M-V/def2-TZVPD" multiplicity=1 molar_mass_g_mol=110.1 homo_ev=-8.662
C 0.371 1.151 0.449 -0.2312
C -0.979 1.265 0.338 -0.2508
C -1.863 0.367 -0.479 0.0840
C 0.645 -0.998 0.417 0.2374
H 2.761 0.674 0.196 0.2316
H 2.656 0.140 -1.439 0.2156
H 1.312 1.537 1.529 0.1534
H -1.651 2.223 0.482 0.2333
H -2.696 0.811 -1.168 0.3276
H 1.338 -1.610 1.139 0.3381
N 2.308 0.004 -0.539 -0.7028
N 0.933 0.127 -0.297 0.1714
N -1.523 -0.875 -0.442 -0.3172
N -0.685 -1.327 0.551 -0.4905

=====

<R>
14
Properties=species:S:1:pos:R:3:mulliken_charge:R:1 method="wB97M-V/def2-TZVPD" multiplicity=1 molar_mass_g_mol=110.1 homo_ev=-9.401
C 0.724 1.002 0.021 -0.1726
N 2.053 0.679 0.084 0.1646
N 2.197 -0.656 -0.058 -0.5953
N 1.029 -1.137 -0.095 -0.1546
C 0.074 -0.152 -0.022 0.2422
N -1.323 -0.622 -0.150 -0.3015
C -2.118 0.502 -0.629 -0.4186
C -2.275 -0.047 0.703 -0.2965
H 0.588 1.988 0.542 0.2601
H 2.854 1.337 0.227 0.2466
H -2.869 -0.023 -1.170 0.2211
H -1.813 1.494 -0.939 0.2925
H -3.008 -0.876 0.871 0.2043
H -1.870 0.404 1.559 0.3076

=====

Which structure wins on stability? <R> wins.

=====

<P>
14
Properties=species:S:1:pos:R:3:mulliken_charge:R:1 method="wB97M-V/def2-TZVPD" multiplicity=1 molar_mass_g_mol=110.1 homo_ev=-8.294
H -3.142 -0.469 0.133 0.1923
N -2.336 -1.124 -0.035 -0.7089
C -1.281 -0.375 -0.017 0.3720
N -1.232 1.005 0.054 -0.1637
C -0.037 1.689 -0.024 0.0302
N 1.122 1.142 -0.023 -0.4839
C 1.165 -0.270 0.021 0.4712
C 2.351 -0.855 0.002 -0.9197
N -0.047 -0.957 -0.035 -0.1590
H -2.113 1.526 0.033 0.2418
H -0.152 2.771 -0.155 0.3564
H 2.578 -1.951 0.039 0.2572
H 3.185 -0.180 0.039 0.3257
H -0.062 -1.952 -0.031 0.1883

=====

<Q>
14
Properties=species:S:1:pos:R:3:mulliken_charge:R:1 method="wB97M-V/def2-TZVPD" multiplicity=1 molar_mass_g_mol=110.1 homo_ev=-8.652
C -0.319 2.121 -1.479 -0.8560
C -0.206 1.088 -0.596 0.7784
C 0.705 -0.538 0.913 0.4282
C -1.083 -0.152 -1.076 -0.1060
H -1.138 2.035 -2.290 0.1347
H 0.403 3.156 -1.622 0.1988
H 1.055 1.628 0.959 0.2662
H 1.974 -1.759 1.980 0.2540
H -0.617 -2.225 1.336 0.3452
H -1.917 0.334 -1.789 0.1969
N 0.508 0.849 0.539 -0.1883
N 1.649 -0.699 1.821 -0.6939
N -0.048 -1.530 0.239 -0.3340
N -1.300 -1.232 -0.478 -0.4242

=====

Which structure wins on stability? <P> wins.

=====

<P>
8
Properties=species:S:1:pos:R:3:mulliken_charge:R:1 method="wB97M-V/def2-TZVPD" multiplicity=1 molar_mass_g_mol=106.1 homo_ev="-10.287 / -8.919"
C -0.104 1.039 -0.206 0.1976
N -0.388 2.222 -0.255 -0.4383
N -0.859 -0.102 0.173 -0.2198
O -3.531 -0.604 -0.990 -0.3767
O -2.016 0.049 0.963 -0.2049
S -3.489 0.189 0.212 0.4954
H 0.862 0.641 -0.560 0.2945
H -0.305 -0.851 0.578 0.2523

=====

<Q>
8
Properties=species:S:1:pos:R:3:mulliken_charge:R:1 method="wB97M-V/def2-TZVPD" multiplicity=1 molar_mass_g_mol=106.1 homo_ev="-9.705 / -10.087"
C 1.114 0.574 -0.652 0.0658
N 1.411 0.325 -1.716 -0.3258
N -1.588 0.725 1.219 -0.2408
O -3.000 -0.916 -0.746 -0.4416
O -2.819 0.900 0.892 -0.1468
S -3.846 0.083 -0.102 0.5602
H 0.659 0.834 0.352 0.2851
H -1.188 0.073 0.477 0.2440

=====

Which structure wins on stability? <P> wins.

=====

<P>
8
Properties=species:S:1:pos:R:3:mulliken_charge:R:1 method="wB97M-V/def2-TZVPD" multiplicity=1 molar_mass_g_mol=106.1 homo_ev=-9.790
O 0.518 1.042 0.905 -0.3471
C 1.380 1.116 0.158 0.7481
O 2.205 1.429 -0.562 -0.3574
N 1.711 -1.944 1.177 -0.2313
N 1.874 -0.941 0.764 0.1945
S -2.794 -0.086 -0.279 -0.2795
H -3.173 -1.036 -1.117 0.1414
H -1.720 0.421 -1.046 0.1314

=====

<Q>
8
Properties=species:S:1:pos:R:3:mulliken_charge:R:1 method="wB97M-V/def2-TZVPD" multiplicity=1 molar_mass_g_mol=106.1 homo_ev=-9.094
H 2.678 -0.759 -0.128 0.3119
N 1.671 -1.189 0.158 -0.5807
N 0.966 -0.183 0.010 1.0353
O 1.150 0.983 -0.050 -0.5597
O -0.556 -0.555 -0.038 -0.3007
C -1.519 0.345 0.006 0.0603
S -3.063 -0.078 -0.121 -0.2370
H -1.327 1.437 0.164 0.2707

=====

<R>
8
Properties=species:S:1:pos:R:3:mulliken_charge:R:1 method="wB97M-V/def2-TZVPD" multiplicity=1 molar_mass_g_mol=106.1 homo_ev=-9.998
C -0.133 0.053 -0.332 0.2068
N 1.965 0.150 0.464 -0.4975
N 0.863 0.712 0.272 0.0284
O -2.507 -1.192 0.127 -0.4499
O -1.152 0.758 -0.929 -0.3093
S -1.802 0.018 0.414 0.4547
H 0.180 -1.293 -0.991 0.2991
H 2.585 0.795 0.975 0.2677

=====

<S>
8
Properties=species:S:1:pos:R:3:mulliken_charge:R:1 method="wB97M-V/def2-TZVPD" multiplicity=1 molar_mass_g_mol=106.1 homo_ev=-10.305
C 0.558 0.128 -0.623 -0.2960
N -0.182 1.289 -0.350 -0.1351
N -0.797 1.390 0.655 0.0645
O -0.878 -1.966 0.195 -0.5092
O -0.673 0.193 1.529 -0.2621
S 0.088 -1.082 0.797 0.5636
H 0.261 -0.309 -1.579 0.2748
H 1.624 0.358 -0.624 0.2996

=====

Which structure wins on stability? <P> wins.